(1)
{
  "formula": "C30H43N8O13",
  "method": "ωB97M-V with the def2-TZVPD basis set",
  "species": ["N", "O", "O", "O", "C", "C", "C", "C", "C", "C", "N", "O", "O", "H", "H", "H", "H", "H", "C", "C", "C", "C", "C", "C", "N", "O", "O", "H", "H", "H", "H", "H", "C", "C", "C", "C", "C", "C", "N", "O", "O", "H", "H", "H", "H", "H", "C", "O", "N", "C", "C", "H", "H", "H", "H", "H", "H", "H", "C", "O", "N", "C", "C", "H", "H", "H", "H", "H", "H", "H", "C", "O", "N", "C", "C", "H", "H", "H", "H", "H", "H", "H", "C", "O", "N", "C", "C", "H", "H", "H", "H", "H", "H", "H"],
  "positions_angstrom": [[-42.5553, -32.9112, 47.7590], [-43.6614, -33.0040, 48.3718], [-42.6046, -32.8858, 46.5250], [-41.4779, -32.9018, 48.4045], [-42.2143, -37.2868, 46.9719], [-41.2236, -38.2570, 46.3416], [-40.3245, -37.8343, 45.3293], [-40.5853, -36.5059, 44.5659], [-41.5692, -35.5352, 45.2229], [-42.3603, -36.0201, 46.4593], [-39.8651, -36.1459, 43.3365], [-39.4920, -37.0527, 42.5891], [-39.6460, -34.9510, 43.1479], [-42.8468, -37.5690, 47.7773], [-41.2929, -39.2558, 46.7525], [-39.4642, -38.4557, 44.8612], [-41.7921, -34.6874, 44.8461], [-43.1183, -35.3944, 47.0148], [-38.6237, -35.8472, 48.7928], [-38.5376, -34.6486, 47.8249], [-37.2269, -34.0066, 47.5042], [-35.8990, -34.6341, 48.0968], [-36.0663, -35.9499, 49.0244], [-37.4686, -36.4397, 49.3296], [-34.5728, -34.1646, 47.6677], [-34.5940, -33.1971, 46.8629], [-33.6346, -34.6101, 48.3762], [-39.6752, -36.1331, 49.1840], [-39.5119, -34.3669, 47.3537], [-37.3047, -33.1026, 46.7071], [-35.2492, -36.3881, 49.2436], [-37.5228, -37.3102, 49.8506], [-47.9488, -34.4120, 48.3178], [-48.8309, -35.4299, 48.9824], [-48.1888, -36.7294, 49.6633], [-46.6778, -36.9627, 49.1749], [-45.8737, -35.9757, 48.5481], [-46.5976, -34.5478, 48.0258], [-45.9755, -38.1283, 49.8602], [-46.5464, -38.8037, 50.7459], [-44.8001, -38.3253, 49.4478], [-48.3617, -33.3748, 48.1246], [-49.7866, -35.4137, 49.0262], [-48.7271, -37.4177, 50.3702], [-44.9642, -35.8890, 48.4185], [-45.8798, -33.8038, 47.5591], [-45.9360, -31.6547, 42.5623], [-46.9982, -31.4270, 41.9313], [-45.8503, -32.7797, 43.2255], [-44.7031, -32.9257, 44.1878], [-46.9508, -33.8124, 43.2742], [-45.0855, -31.0249, 42.7698], [-43.7192, -33.3672, 43.8378], [-45.1159, -33.7643, 44.8276], [-44.4077, -32.0625, 44.6752], [-46.6831, -34.4599, 44.0739], [-47.0501, -34.1828, 42.3134], [-47.9762, -33.3708, 43.4842], [-41.0054, -37.2337, 51.9766], [-39.9409, -37.4341, 52.5320], [-41.4654, -36.0141, 51.6137], [-42.6601, -35.9130, 50.7134], [-40.6486, -34.8633, 51.7408], [-41.9197, -38.0602, 51.7394], [-42.7381, -35.0556, 50.2196], [-43.6467, -36.0525, 51.2536], [-42.6940, -36.6310, 50.1433], [-41.0400, -33.9209, 51.4474], [-39.6954, -35.0784, 51.3282], [-40.4888, -34.8754, 52.7667], [-37.4178, -30.5616, 45.7038], [-37.4132, -29.7911, 46.6661], [-38.5228, -31.0299, 45.2920], [-38.4318, -31.8767, 44.1095], [-39.8529, -30.7597, 45.9188], [-36.3716, -30.8593, 45.2444], [-38.8905, -31.3664, 43.1988], [-38.9926, -32.7134, 44.2113], [-37.4663, -32.2268, 43.9011], [-40.3203, -29.9410, 45.6918], [-39.7636, -30.6568, 46.8787], [-40.5135, -31.5875, 45.8761], [-39.5416, -31.6463, 51.4790], [-38.9285, -32.3863, 52.1355], [-40.0498, -30.4911, 52.0938], [-40.6687, -29.3819, 51.2354], [-40.1769, -30.2976, 53.5454], [-39.6380, -31.9350, 50.4002], [-41.7379, -29.5123, 51.3205], [-40.3807, -29.4413, 50.2273], [-40.5669, -28.3992, 51.8755], [-40.0150, -31.1914, 54.0851], [-41.2241, -29.9508, 53.5584], [-39.4584, -29.5973, 53.7609]],
  "atomic_forces_ev_per_a": [[-0.99, -0.48, 1.29], [0.65, -0.06, 0.14], [0.86, 0.23, -0.81], [-0.56, 0.10, -0.75], [2.70, -0.96, -3.14], [-0.76, 3.00, 0.17], [-0.82, 1.29, -2.27], [-2.97, 0.08, 5.27], [2.40, -10.12, 3.25], [1.27, 0.91, -1.82], [0.58, 0.02, 0.16], [-0.48, 0.81, 0.88], [-0.37, -0.92, -0.02], [-0.26, -0.58, 0.57], [0.75, -0.04, -0.11], [-1.87, 0.82, 1.08], [-1.27, 5.87, -2.62], [1.13, -0.10, -1.24], [0.12, 2.83, -1.11], [2.63, -1.70, 1.65], [-0.34, -1.84, 0.31], [-5.30, -3.15, 0.80], [-8.58, 7.09, -4.97], [3.01, 3.95, -3.05], [-1.01, 1.55, 1.95], [1.22, -2.57, 1.43], [-1.04, 1.11, -2.52], [1.95, 0.19, -1.07], [1.19, 0.28, 0.54], [0.77, -2.32, 2.27], [5.50, -3.17, 1.95], [-0.27, -2.22, 1.79], [-0.52, -0.15, 0.42], [10.80, -4.05, 1.43], [1.79, 4.18, -4.47], [-2.18, 2.04, 2.26], [-12.97, 2.37, 0.47], [1.11, -4.39, 2.06], [1.27, -0.65, -0.19], [1.20, 1.75, -2.22], [-2.59, 0.10, 1.20], [0.04, -1.54, -0.01], [-6.30, 0.90, 0.52], [0.71, 0.72, -1.22], [8.98, -0.26, -1.06], [-1.13, -0.88, 0.84], [-4.06, -0.20, -1.10], [2.21, 0.77, 0.25], [1.61, -1.78, 2.01], [-0.91, -4.29, -0.91], [-0.23, 3.44, 1.01], [0.35, 0.88, -0.55], [-1.24, 0.40, -0.55], [1.01, 1.48, 0.20], [-0.12, 1.73, 1.28], [0.04, -0.97, 0.12], [0.00, -1.46, -1.70], [1.37, -0.03, 0.02], [-2.23, -0.72, -0.22], [-0.54, -0.34, -0.36], [-2.56, -0.71, -2.35], [-0.59, 2.49, 8.91], [0.76, -0.72, 0.64], [2.49, 1.52, 0.59], [0.25, 3.85, -1.94], [1.01, 0.49, 0.12], [0.17, -7.43, -6.33], [-0.69, 0.32, -0.60], [1.02, 0.32, -0.73], [0.84, 0.95, 2.13], [4.05, 2.79, 3.24], [0.87, 0.20, -0.03], [-3.36, -2.69, -2.96], [-1.60, 2.86, -1.41], [3.09, -4.61, -2.77], [-2.18, 0.14, 0.28], [0.84, -0.38, 0.92], [-1.94, -2.69, 0.62], [1.57, 0.06, -0.18], [-2.31, 4.87, -2.52], [1.40, 0.44, 5.76], [-0.46, -1.07, -0.85], [-1.68, 3.28, -0.86], [2.61, -3.78, 2.89], [-0.39, 0.26, -3.60], [-0.46, -0.18, 4.81], [-1.99, -0.75, -3.07], [-0.70, 1.37, 0.26], [-0.63, -0.21, -0.44], [0.78, 0.37, -1.06], [0.63, -1.49, -1.92], [0.05, -0.99, 0.42], [0.45, 0.13, 1.21], [1.35, 1.99, 1.31]],
  "charge": -1,
  "multiplicity": 1,
  "homo_energy_ev": -6.655,
  "lumo_energy_ev": 0.68,
  "de_lowest_ev": 0.958,
  "total_energy_ha": -2584.2456
}

***

(2)
{
  "formula": "C30H43N8O13",
  "method": "ωB97M-V with the def2-TZVPD basis set",
  "species": ["N", "O", "O", "O", "C", "C", "C", "C", "C", "C", "N", "O", "O", "H", "H", "H", "H", "H", "C", "C", "C", "C", "C", "C", "N", "O", "O", "H", "H", "H", "H", "H", "C", "C", "C", "C", "C", "C", "N", "O", "O", "H", "H", "H", "H", "H", "C", "O", "N", "C", "C", "H", "H", "H", "H", "H", "H", "H", "C", "O", "N", "C", "C", "H", "H", "H", "H", "H", "H", "H", "C", "O", "N", "C", "C", "H", "H", "H", "H", "H", "H", "H", "C", "O", "N", "C", "C", "H", "H", "H", "H", "H", "H", "H"],
  "positions_angstrom": [[0.3487, 0.4048, 0.0583], [0.0607, -0.7612, 0.4573], [-0.3593, 1.0208, -0.6257], [1.2127, 0.9428, 0.7103], [-4.7243, 2.3128, -2.1707], [-5.7093, 1.4818, -3.0277], [-5.1893, 0.2838, -3.7847], [-3.7133, -0.1612, -3.8317], [-2.8563, 0.6798, -2.8597], [-3.4213, 1.8858, -2.0277], [-3.1633, -1.2842, -4.5327], [-3.9333, -2.0962, -5.0837], [-1.9943, -1.5512, -4.2437], [-4.8713, 3.1238, -1.6217], [-6.7783, 1.7318, -3.2277], [-5.8343, -0.2652, -4.4467], [-1.7483, 0.5678, -2.8007], [-2.9663, 2.6208, -1.5487], [2.6487, -1.4172, 4.2963], [1.6407, -1.5342, 3.1803], [0.7217, -2.6862, 3.2533], [0.4527, -3.5212, 4.5283], [1.5277, -3.4812, 5.5683], [2.7237, -2.4542, 5.3583], [-0.5933, -4.4862, 4.5543], [-0.6403, -5.4152, 5.5103], [-1.5233, -4.4522, 3.8073], [3.2617, -0.4562, 4.2413], [1.3977, -0.6592, 2.4263], [-0.0233, -2.9002, 2.3853], [1.5927, -4.1832, 6.3373], [3.4007, -2.2432, 6.2343], [-4.3403, -1.0352, 0.1563], [-3.3603, -2.2682, 0.2003], [-3.8743, -3.6462, 0.6043], [-5.3863, -3.8412, 0.8383], [-6.2873, -2.5602, 0.7253], [-5.7523, -1.2082, 0.4223], [-5.9943, -5.1132, 1.1993], [-7.2713, -5.1872, 1.1353], [-5.3083, -5.8192, 1.9623], [-3.8753, -0.2042, -0.1417], [-2.3403, -2.1192, -0.0647], [-3.2943, -4.5652, 0.7343], [-7.3503, -2.5562, 0.8733], [-6.3733, -0.2742, 0.2043], [3.7127, 4.7468, -2.6377], [4.8847, 4.9228, -3.0347], [3.0747, 3.5818, -2.8937], [1.7617, 3.2568, -2.1217], [3.6327, 2.5598, -3.7197], [3.2397, 5.2868, -1.9837], [1.2707, 4.3078, -1.9177], [2.0117, 2.7278, -1.2977], [1.0017, 2.6838, -2.5517], [4.6967, 2.1878, -3.4727], [3.6317, 2.9158, -4.7967], [2.9347, 1.5898, -3.7957], [6.1667, 2.7658, -0.2907], [7.3717, 3.1268, -0.5547], [5.8507, 1.8778, 0.5693], [4.4217, 1.4378, 0.5623], [6.8257, 1.3978, 1.5773], [5.2967, 3.4728, -0.8437], [4.1357, 0.3788, 0.0023], [3.8877, 2.3188, 0.1923], [4.0657, 1.2848, 1.5623], [7.2247, 0.4928, 1.2513], [6.2257, 1.2858, 2.5663], [7.6137, 2.0598, 1.9183], [1.5657, -2.9912, -4.1417], [2.2587, -3.8612, -4.7247], [2.1787, -2.0782, -3.3427], [1.3937, -0.9662, -2.8577], [3.6287, -2.2112, -2.8867], [0.5637, -2.6812, -4.2817], [0.5177, -1.4782, -2.0597], [0.8227, -0.2512, -3.5647], [1.8967, -0.2602, -2.1247], [3.8797, -1.2542, -2.8737], [4.2537, -2.6122, -3.8717], [3.7707, -2.8142, -2.0587], [-2.3363, 1.8878, 1.9593], [-3.4313, 2.0448, 1.4713], [-1.8863, 2.3998, 3.1023], [-0.6483, 1.8428, 3.6303], [-2.6243, 3.5738, 3.6943], [-1.6153, 1.3428, 1.5383], [0.2597, 2.3938, 3.1443], [-0.6083, 0.7688, 3.4573], [-0.5733, 2.2298, 4.6543], [-1.8383, 4.0358, 4.3483], [-3.3213, 3.3638, 4.3623], [-3.1853, 4.2568, 3.2113]],
  "atomic_forces_ev_per_a": [[-0.10, -3.61, 5.47], [-0.43, -1.29, -1.29], [-3.38, 2.76, -5.10], [3.88, 2.19, 0.95], [-1.02, -6.90, -4.40], [3.47, -1.50, -0.61], [2.25, 2.02, 1.25], [-1.70, 6.27, 4.96], [-1.88, 0.86, -0.86], [-2.39, -5.65, -5.65], [-0.31, -2.67, 1.68], [0.99, 1.90, 0.09], [-0.64, 0.51, -1.16], [-1.89, 3.53, 1.93], [1.14, -0.12, 0.50], [-0.43, -0.05, 0.04], [-1.16, -0.33, 0.01], [3.68, 2.03, 2.40], [-2.08, -1.49, -0.59], [-0.72, -1.36, 2.40], [-1.50, 0.36, 1.23], [5.97, 2.59, -1.02], [1.00, 3.77, -4.92], [-3.66, 0.69, -0.62], [-1.58, -4.11, 4.13], [1.54, 3.38, -2.60], [0.02, 1.00, -1.50], [-0.50, -1.78, 0.50], [0.97, -2.22, 1.09], [1.43, 0.73, 1.66], [-0.21, -0.78, 1.23], [-0.68, -0.68, -1.18], [-0.69, -8.20, 1.48], [-5.61, -0.89, 1.53], [-3.26, 2.81, -0.40], [1.49, 5.94, -1.94], [3.52, -0.41, -0.47], [1.93, -1.64, -0.70], [-2.20, 0.93, 3.62], [3.45, -0.34, -0.73], [-0.89, 0.21, -2.14], [1.27, 3.49, -0.92], [0.68, 0.09, 0.03], [0.19, 0.65, -0.24], [-0.23, -0.75, 0.13], [0.47, -1.76, 0.78], [5.14, -4.87, -4.05], [-1.98, 0.55, 0.41], [-2.92, -0.81, 1.13], [1.12, 5.14, -1.85], [0.11, -2.54, -2.20], [-2.80, 3.85, 3.58], [1.00, -2.17, 0.10], [0.76, -1.22, 3.11], [-0.71, -0.84, -1.83], [-1.62, 0.90, -0.07], [0.39, -0.32, 1.11], [1.39, 2.23, 0.66], [3.74, 6.02, -4.43], [-3.48, -1.21, 0.97], [-1.91, -2.39, 2.36], [0.13, -1.58, -0.66], [-2.66, 0.79, 2.04], [1.80, -2.37, 1.33], [1.07, 2.93, 1.00], [-0.28, -0.73, -0.35], [0.00, -0.08, 0.67], [0.78, -1.64, -0.21], [0.76, -0.39, -1.70], [0.02, 0.59, -1.04], [4.64, -0.51, -0.92], [-2.38, 1.00, 1.11], [1.00, 0.04, 0.54], [-3.47, 0.24, 3.64], [-1.73, -2.86, -6.40], [-1.63, -0.50, -0.55], [2.11, 1.79, -2.34], [1.08, -1.62, 0.48], [0.07, -1.14, -1.04], [1.71, 4.10, 1.14], [-1.66, 0.52, 2.71], [0.20, -0.99, 1.65], [-2.10, 1.45, 1.35], [-0.97, 0.62, -0.44], [-1.86, 1.60, 0.05], [1.50, 2.99, -0.41], [6.27, -1.78, 1.43], [2.85, -2.86, -2.22], [-1.31, -1.31, 0.41], [0.13, 0.16, 0.44], [-0.09, -1.05, 0.13], [-0.65, 0.30, -0.84], [-3.08, -2.38, 3.39], [-0.70, 2.17, -3.46]],
  "charge": -1,
  "multiplicity": 1,
  "homo_energy_ev": -6.591,
  "lumo_energy_ev": 0.59,
  "de_lowest_ev": 1.523,
  "total_energy_ha": -2584.2248
}